[1]
A structure of composition C50H51F3N4O2P3RuSe2 in a non-equilibrium geometry, computed with ωB97M-V/def2-TZVPD.

Values from the calculation:
- HOMO energy (spin up / spin down) (eV) = -7.4 / -7.7
- expectation value of S² = 0.7635
- Kohn-Sham gap (spin up / spin down) (eV) = 6.754 / 6.951

The geometry in ORCA input format:
```
! wB97M-V def2-TZVPD RIJCOSX def2/J DEFGRID3
* xyz 0 2
Ru 0.047 0.142 -0.274
C -2.829 -0.430 3.895
C -1.549 -0.008 3.175
C -0.885 1.172 3.896
P -1.701 0.311 1.359
C -3.204 -0.640 0.849
C -2.882 -2.137 0.836
C -3.666 -0.181 -0.530
C -2.169 2.015 1.118
C -3.129 2.703 1.865
C -3.436 4.025 1.605
C -4.497 4.762 2.382
C -2.718 4.659 0.582
C -1.780 3.991 -0.175
C -1.511 2.631 0.065
N -0.648 1.891 -0.723
C -0.064 2.457 -1.904
C -0.681 2.244 -3.136
C -1.975 1.481 -3.225
C -0.067 2.719 -4.288
C 1.149 3.389 -4.245
C 1.798 3.891 -5.507
C 1.737 3.598 -3.006
C 1.135 3.169 -1.831
C 1.760 3.519 -0.508
H -2.562 -0.757 4.902
H -3.337 -1.257 3.405
H -3.533 0.398 3.994
H -0.852 -0.853 3.211
H -1.565 2.021 3.964
H 0.012 1.514 3.389
H -0.602 0.869 4.907
H -3.987 -0.426 1.582
H -2.249 -2.366 -0.017
H -3.800 -2.721 0.734
H -2.364 -2.468 1.740
H -2.874 -0.334 -1.262
H -3.950 0.872 -0.537
H -4.529 -0.773 -0.847
H -3.664 2.184 2.653
H -5.061 4.082 3.020
H -5.199 5.256 1.709
H -4.058 5.536 3.016
H -2.913 5.706 0.375
H -1.244 4.495 -0.970
H -1.790 0.411 -3.102
H -2.440 1.632 -4.199
H -2.677 1.790 -2.450
H -0.548 2.548 -5.246
H 1.047 4.147 -6.255
H 2.445 3.122 -5.938
H 2.411 4.772 -5.314
H 2.692 4.114 -2.949
H 2.848 3.513 -0.581
H 1.458 2.823 0.273
H 1.448 4.521 -0.195
Se 6.966 -1.264 -1.189
P 5.432 -0.889 -2.590
C 5.752 0.527 -3.672
C 5.389 0.534 -5.015
C 5.455 1.716 -5.740
C 5.869 2.889 -5.127
C 6.229 2.884 -3.784
C 6.172 1.705 -3.057
C 5.126 -2.369 -3.574
C 6.013 -2.722 -4.587
C 5.935 -3.981 -5.163
C 4.992 -4.895 -4.713
C 4.106 -4.543 -3.703
C 4.175 -3.284 -3.128
C 3.808 -0.444 -1.950
C 3.289 0.090 -0.780
N 2.044 0.503 -1.075
N 1.808 0.243 -2.345
N 2.846 -0.325 -2.907
P 3.600 0.159 0.963
Se 1.627 0.224 1.898
C 4.578 1.625 1.337
C 5.928 1.651 0.977
C 6.665 2.810 1.165
C 6.067 3.933 1.725
C 4.731 3.899 2.097
C 3.981 2.749 1.899
C 4.498 -1.316 1.419
C 5.544 -1.286 2.334
C 6.168 -2.471 2.694
C 5.734 -3.675 2.158
C 4.675 -3.702 1.259
C 4.046 -2.525 0.892
H 5.039 -0.375 -5.485
H 5.161 1.723 -6.782
H 5.912 3.810 -5.695
H 6.541 3.800 -3.299
H 6.446 1.693 -2.008
H 6.773 -2.021 -4.910
H 6.625 -4.257 -5.950
H 4.956 -5.889 -5.140
H 3.367 -5.252 -3.351
H 3.494 -3.013 -2.330
H 6.399 0.770 0.553
H 7.708 2.830 0.873
H 6.648 4.833 1.881
H 4.271 4.771 2.544
H 2.939 2.716 2.188
H 5.875 -0.348 2.758
H 6.994 -2.452 3.393
H 6.214 -4.599 2.452
H 4.335 -4.642 0.843
H 3.196 -2.547 0.220
F 0.267 -3.673 -3.138
C 0.175 -3.712 -1.806
F 1.202 -4.435 -1.343
F -0.958 -4.353 -1.483
C 0.171 -2.292 -1.206
O 1.065 -1.974 -0.407
O -0.762 -1.536 -1.550
*
```

[2]
A cluster of 2 separate species, C11H15N in total in a non-equilibrium geometry, computed with ωB97M-V/def2-TZVPD.

Values from the calculation:
- relative energy (zero: lowest compared OMol25 entry of this formula, charge and spin) (eV) = 0.631
- HOMO energy (spin up / spin down) (eV) = 0.7 / -2.8
- expectation value of S² = 0.7707
- Kohn-Sham gap (spin up / spin down) (eV) = 3.162 / 6.630

The geometry in ORCA input format:
```
! wB97M-V def2-TZVPD RIJCOSX def2/J DEFGRID3
* xyz -1 2
C 0.919 1.211 -3.621
C -1.070 1.178 -0.475
C -0.315 0.514 -1.473
C -0.048 1.455 -2.500
C -0.593 2.659 -2.116
C -1.448 -0.889 0.698
C -1.800 0.483 0.497
C -0.633 -1.570 -0.224
C -0.032 -0.890 -1.268
N -1.268 2.470 -0.907
H -2.038 -1.480 1.390
H -2.642 0.927 1.008
H -0.391 -2.542 0.194
H 0.484 -1.356 -2.111
H -1.773 3.166 -0.394
H -0.719 3.596 -2.636
H 1.934 1.281 -3.232
H 0.866 1.915 -4.454
H 0.765 0.213 -4.008
C 1.441 -1.578 2.462
C 1.012 -1.429 3.919
H 0.639 -1.784 1.746
H 2.036 -0.710 2.190
H 2.091 -2.452 2.407
H 0.277 -0.645 4.114
H 0.450 -2.335 4.194
H 1.855 -1.407 4.600
*
```

[3]
A cluster of 2 separate species, C4H8N2O in total, computed with ωB97M-V/def2-TZVPD.

Values from the calculation:
- relative energy (zero: lowest compared OMol25 entry of this formula, charge and spin) (eV) = 2.111
- HOMO energy (eV) = -9.9
- Kohn-Sham gap (eV) = 10.810

The geometry in ORCA input format:
```
! wB97M-V def2-TZVPD RIJCOSX def2/J DEFGRID3
* xyz 0 1
C 0.109 0.962 1.042
N -0.451 -0.135 0.266
C -0.754 -1.369 0.965
C 0.403 -1.291 0.039
H 0.501 1.717 0.352
H 0.922 0.642 1.712
H -0.684 1.420 1.640
H -0.542 -1.405 2.033
H -1.671 -1.865 0.657
H 1.398 -1.273 0.481
H 0.348 -1.733 -0.953
N -0.857 0.957 -2.295
C 0.227 1.039 -2.828
O 1.232 1.164 -3.427
H -0.997 0.544 -1.358
*
```

[4]
A structure of composition C26H32N7NbO4 in a non-equilibrium geometry, computed with ωB97M-V/def2-TZVPD.

Values from the calculation:
- HOMO energy (spin up / spin down) (eV) = -13.7 / -13.7
- Kohn-Sham gap (spin up / spin down) (eV) = 5.621 / 5.623

The geometry in ORCA input format:
```
! wB97M-V def2-TZVPD RIJCOSX def2/J DEFGRID3
* xyz 2 1
Nb 0.710 -1.029 -0.167
C -1.278 0.535 -3.424
O -1.047 -0.378 -4.492
C -0.540 -1.616 -4.144
C -0.188 -2.364 -5.294
C 0.364 -3.645 -5.208
C 0.578 -4.205 -3.960
C 0.234 -3.447 -2.843
C 0.525 -3.877 -1.474
N 1.246 -3.036 -0.820
N 0.813 -3.030 0.695
C 0.045 -2.171 1.431
O -0.651 -1.069 1.450
C -0.126 -2.716 2.900
C -0.622 -1.970 3.991
C -0.758 -2.531 5.267
C -0.390 -3.855 5.490
C 0.113 -4.615 4.438
C 0.240 -4.051 3.162
C -0.351 -2.146 -2.845
O -0.602 -1.604 -1.699
H -1.579 1.486 -3.876
H -0.366 0.742 -2.854
H -2.115 0.214 -2.797
H -0.337 -1.909 -6.269
H 0.644 -4.177 -6.109
H 1.044 -5.173 -3.842
H -0.051 -4.702 -1.030
H -0.916 -0.934 3.836
H -1.157 -1.924 6.072
H -0.496 -4.292 6.477
H 0.405 -5.648 4.592
H 0.624 -4.664 2.350
C -1.295 3.074 -3.051
N -0.574 2.682 -1.841
C 0.879 2.694 -2.020
C -1.112 1.717 -1.019
N -0.427 0.663 -0.712
N -2.379 1.968 -0.546
C -3.233 0.917 -0.020
C -2.802 3.326 -0.216
H -0.894 2.554 -3.928
H -1.190 4.152 -3.209
H -2.365 2.847 -3.001
H 1.197 3.620 -2.511
H 1.206 1.848 -2.634
H 1.391 2.650 -1.052
H -0.948 0.073 -0.069
H -2.965 0.688 1.017
H -3.147 0.003 -0.618
H -4.286 1.218 -0.046
H -1.951 4.001 -0.077
H -3.374 3.344 0.718
H -3.441 3.724 -1.011
N 3.880 3.944 3.946
C 2.710 3.986 3.242
O 2.023 5.001 3.258
C 2.295 2.785 2.465
C 1.094 2.858 1.755
C 0.690 1.754 1.028
N 1.394 0.604 0.964
C 2.551 0.557 1.657
C 3.042 1.607 2.415
H 4.126 4.781 4.460
H 4.511 3.162 3.996
H 0.484 3.755 1.768
H -0.236 1.764 0.461
H 3.092 -0.383 1.584
H 3.979 1.479 2.938
H 2.059 -1.615 0.910
*
```

[5]
A cluster of 2 separate species, C15H30IN3O3PS in total in a non-equilibrium geometry, computed with ωB97M-V/def2-TZVPD.

Values from the calculation:
- HOMO energy (eV) = -9.7
- Kohn-Sham gap (eV) = 4.337

The geometry in ORCA input format:
```
! wB97M-V def2-TZVPD RIJCOSX def2/J DEFGRID3
* xyz 1 1
C -2.896 -2.508 2.669
C -3.773 -1.334 1.988
I -4.014 0.194 3.574
C -3.001 -0.568 0.809
N -2.986 -1.366 -0.492
N -3.656 -2.496 -0.421
C -3.592 -3.158 -1.635
C -2.946 -2.757 -2.936
C -3.037 -3.704 -4.201
C -2.038 -4.963 -4.005
O -0.704 -4.616 -4.443
C -2.198 -1.426 -2.918
C -2.284 -0.807 -1.548
P -1.360 0.842 -1.297
O -2.350 2.111 -0.791
O -0.055 0.546 -0.239
S -0.547 1.424 -2.987
H -2.966 -2.392 3.801
H -1.832 -2.559 2.288
H -3.457 -3.483 2.440
H -4.827 -1.642 1.730
H -1.957 -0.354 1.197
H -3.614 0.360 0.581
H -4.121 -4.172 -1.643
H -2.672 -3.134 -5.124
H -4.105 -4.054 -4.362
H -2.444 -5.810 -4.645
H -2.024 -5.247 -2.902
H -0.349 -3.979 -3.794
H -1.665 -0.991 -3.808
H -3.206 2.120 -1.269
H 0.465 -0.157 -0.699
C 5.134 0.780 2.080
C 4.009 1.439 1.291
N 3.176 2.323 2.097
C 1.933 2.708 1.435
C 2.039 3.545 0.161
C 3.869 3.396 2.803
C 4.701 4.372 1.974
H 4.748 0.263 2.962
H 5.641 0.041 1.454
H 5.886 1.504 2.401
H 3.383 0.632 0.894
H 4.437 1.959 0.425
H 1.292 3.235 2.151
H 1.383 1.792 1.192
H 2.315 4.577 0.376
H 1.065 3.576 -0.338
H 2.754 3.130 -0.552
H 4.527 2.940 3.550
H 3.145 3.964 3.397
H 5.343 3.866 1.249
H 5.354 4.948 2.636
H 4.077 5.091 1.444
*
```

[6]
A structure of composition C43H41Cl4N8O6PReS2, computed with ωB97M-V/def2-TZVPD.

Values from the calculation:
- relative energy (zero: lowest compared OMol25 entry of this formula, charge and spin) (eV) = 1.525
- HOMO energy (spin up / spin down) (eV) = -10.3 / -10.3
- expectation value of S² = 3.7859
- Kohn-Sham gap (spin up / spin down) (eV) = 4.609 / 2.231

The geometry in ORCA input format:
```
! wB97M-V def2-TZVPD RIJCOSX def2/J DEFGRID3
* xyz 2 4
Re -0.526 -0.862 0.040
Cl -2.615 -5.006 -5.027
C -2.312 -4.297 -3.506
C -2.724 -4.983 -2.314
Cl -3.448 -6.512 -2.443
C -2.544 -4.408 -1.067
Cl -3.056 -5.175 0.376
C -1.928 -3.155 -0.971
O -1.802 -2.492 0.139
C -1.417 -2.511 -2.156
O -0.791 -1.410 -1.979
C -1.682 -3.079 -3.424
Cl -1.186 -2.206 -4.820
O 1.190 -3.003 -0.758
N 0.924 -2.249 0.372
C 1.511 -2.726 1.413
C 1.502 -2.276 2.789
C 2.373 -2.992 3.622
C 2.511 -2.678 4.960
C 1.775 -1.632 5.493
C 0.912 -0.911 4.680
C 0.758 -1.216 3.333
P -0.443 -0.230 2.376
C -1.987 -0.451 3.321
C -2.287 0.347 4.428
C -3.415 0.085 5.188
C -4.253 -0.972 4.858
C -3.962 -1.769 3.761
C -2.834 -1.512 2.993
C 0.069 1.487 2.704
C -0.873 2.510 2.578
C -0.503 3.833 2.753
C 0.819 4.152 3.044
C 1.758 3.143 3.188
C 1.384 1.816 3.030
H 1.595 -2.354 -1.456
H 2.130 -3.595 1.212
H 2.954 -3.804 3.203
H 3.191 -3.246 5.580
H 1.868 -1.376 6.540
H 0.351 -0.089 5.105
H -1.650 1.179 4.696
H -3.637 0.706 6.046
H -5.128 -1.175 5.460
H -4.604 -2.603 3.509
H -2.598 -2.156 2.157
H -1.910 2.261 2.402
H -1.247 4.615 2.683
H 1.110 5.185 3.176
H 2.787 3.383 3.426
H 2.128 1.043 3.172
O 7.948 3.416 0.366
S 6.966 4.108 1.180
O 6.236 3.267 2.111
O 7.327 5.409 1.678
C 5.712 4.427 -0.135
N 5.796 5.468 -0.969
C 4.838 5.576 -1.880
C 3.777 4.678 -1.974
C 3.804 3.619 -1.084
N 4.771 3.497 -0.183
C 2.786 2.562 -0.944
C 1.674 2.384 -1.770
C 0.764 1.402 -1.466
N 0.889 0.587 -0.395
C 2.021 0.696 0.338
C 2.963 1.653 0.107
H 4.912 6.423 -2.553
H 2.986 4.818 -2.699
H 1.512 3.004 -2.640
H -0.091 1.217 -2.100
H 2.145 -0.004 1.152
H 3.855 1.733 0.720
C -4.104 2.596 -0.716
C -2.794 1.917 -0.252
N -2.608 0.623 -0.926
C -3.700 -0.288 -0.516
C -5.083 0.350 -0.777
N -4.858 1.608 -1.554
C -4.090 1.293 -2.802
C -2.673 0.844 -2.382
H -3.925 3.481 -1.322
H -4.738 2.873 0.124
H -2.812 1.741 0.818
H -1.940 2.558 -0.469
H -3.587 -0.523 0.542
H -3.601 -1.215 -1.076
H -5.601 0.609 0.145
H -5.727 -0.300 -1.366
H -5.760 2.012 -1.808
H -4.070 2.185 -3.425
H -4.630 0.512 -3.335
H -1.947 1.612 -2.643
H -2.389 -0.063 -2.907
S 2.422 -1.212 -2.797
C 2.386 -2.358 -4.033
N 1.879 -3.601 -3.961
C 2.122 -4.377 -5.179
C 2.658 -3.306 -6.149
N 2.865 -2.163 -5.260
H 1.619 -4.022 -3.086
H 1.203 -4.835 -5.541
H 2.852 -5.166 -4.998
H 1.935 -3.059 -6.926
H 3.590 -3.607 -6.621
H 3.278 -1.294 -5.549
*
```